Record 1
{"formula": "C2HBrN2O2", "method": "ωB97M-V with the def2-TZVPD basis set", "elements": ["Br", "O", "O", "N", "N", "C", "C", "H"], "xyz": [[-0.074, 1.758, -1.518], [-0.734, -1.040, 1.419], [-2.086, 0.146, 0.206], [1.801, -1.464, -1.064], [-1.041, -0.208, 0.631], [1.181, -0.649, -0.535], [0.164, 0.479, 0.113], [0.790, 0.977, 0.749]], "forces_ev_per_angstrom": [[-0.543, 0.240, -0.290], [0.328, -4.909, 3.351], [-5.742, 1.072, -1.672], [-0.168, 0.442, 0.097], [6.137, 4.841, -2.002], [-1.713, 1.163, 1.279], [0.823, -4.748, -2.556], [0.877, 1.901, 1.793]], "e_tot_ha": -2910.4607, "multiplicity": 3, "fmax_ev_per_a": 8.069}



Record 2
{"formula": "C2HCaO2", "method": "ωB97M-V with the def2-TZVPD basis set", "elements": ["Ca", "O", "O", "C", "C", "H"], "xyz": [[0.673, 0.306, 0.315], [-2.578, 0.844, -0.148], [1.620, -1.375, 1.349], [1.013, -1.865, 0.361], [-1.529, 0.807, 0.410], [1.070, -2.979, 0.282]], "forces_ev_per_angstrom": [[0.487, 1.085, 0.053], [1.688, 0.082, 1.226], [-0.034, -0.434, -0.131], [0.357, -1.156, -0.046], [-2.592, 0.198, -1.353], [0.094, 0.225, 0.250]], "e_tot_ha": -904.7869, "multiplicity": 2, "fmax_ev_per_a": 2.930}



Record 3
{"formula": "C2HCl2N", "method": "ωB97M-V with the def2-TZVPD basis set", "elements": ["Cl", "Cl", "N", "C", "C", "H"], "xyz": [[0.703, 2.352, 1.359], [-3.484, -0.209, 0.144], [0.007, 1.145, 2.029], [-1.883, -0.333, -0.087], [-0.683, -0.388, -0.120], [0.347, -0.527, -0.270]], "forces_ev_per_angstrom": [[0.695, 1.255, -0.685], [-0.597, 0.051, -0.009], [-0.604, -1.090, 0.912], [1.031, -0.002, 0.169], [-1.063, -0.221, -0.406], [0.538, 0.007, 0.018]], "e_tot_ha": -1051.7168, "fmax_ev_per_a": 1.590}